# 1
10
Properties=species:S:1:pos:R:3:forces:R:3:mulliken_charge:R:1 method="wB97M-V/def2-TZVPD" e_lumo_ev="-0.07 / -0.07" e_homo_ev="-7.97 / -7.97" e_tot_ev=-21651.045 charge=0 mol_weight_g_mol=96.0 spin_multiplicity=1 gap_ev="7.90 / 7.90" relative_energy_kj_mol=175.9
N -1.027604 -0.468806 -0.115010 0.57 -1.69 0.50 0.076
N 0.096290 0.031460 0.230795 0.04 0.36 -0.58 -0.316
P -2.352198 0.152765 -0.870892 -0.57 1.99 -0.54 -0.111
P 0.243976 1.687838 -0.306852 0.71 -0.55 0.25 -0.102
H -1.018546 -1.460147 0.109711 -0.38 -0.14 0.06 0.296
H 2.684492 -1.213102 0.848858 0.35 -0.23 -0.74 -0.049
H 3.024091 -1.426999 0.195803 -0.33 0.22 0.73 0.042
H -3.065940 -1.016096 -0.922383 -0.23 -1.12 0.14 0.001
H -0.263436 2.155165 0.953983 0.60 0.38 -0.26 0.086
H 1.678878 1.557921 -0.124013 -0.76 0.77 0.44 0.076

***

# 2
11
Properties=species:S:1:pos:R:3:forces:R:3:mulliken_charge:R:1 method="wB97M-V/def2-TZVPD" e_lumo_ev=0.28 e_homo_ev=-9.81 e_tot_ev=-15903.336 charge=0 mol_weight_g_mol=95.0 spin_multiplicity=1 gap_ev=10.10 relative_energy_kj_mol=252.6
N 2.186546 0.514146 1.636305 -0.37 -0.96 -1.08 -0.625
N 0.341304 -1.226527 0.205573 2.64 1.84 2.08 -0.502
N 0.282296 1.469719 -0.066744 0.00 -1.17 0.48 -0.624
O -1.228703 0.020942 -1.703836 2.91 1.87 -2.83 -0.776
P 1.039091 0.283746 0.607423 -0.66 -0.72 0.02 0.643
H 2.854923 -0.254001 1.706757 -0.24 0.14 0.38 0.226
H 1.123759 -1.852847 0.070108 -0.40 -0.62 -0.18 0.272
H -0.273387 -1.082308 -0.556702 -0.71 -0.02 -1.49 0.377
H -1.843790 0.172184 -1.064574 -3.37 0.05 2.91 0.338
H 0.758406 2.186112 0.435946 0.25 1.78 0.12 0.255
H -0.835326 0.966332 -1.632076 -0.05 -2.19 -0.40 0.416

***

# 3
12
Properties=species:S:1:pos:R:3:forces:R:3:mulliken_charge:R:1 method="wB97M-V/def2-TZVPD" e_lumo_ev="4.85 / 4.18" s2=2.01 e_homo_ev="0.14 / -4.08" e_tot_ev=-9589.052 charge=-1 mol_weight_g_mol=92.1 spin_multiplicity=3 gap_ev="4.71 / 8.26"
N -0.435342 1.999279 0.545848 -2.44 1.53 2.87 -0.625
N 0.867622 -0.387066 1.287762 -1.54 -1.89 2.63 -0.961
N -0.340284 -0.116965 -2.342285 -2.13 0.49 1.57 -0.666
N -0.129858 1.330225 -0.510889 4.73 2.93 -0.92 -0.514
N -0.940457 0.576811 -1.155767 -5.42 -6.66 -4.18 0.816
O -2.239675 0.289096 -1.144869 1.51 1.68 0.89 -0.735
H 1.340868 0.465681 1.190291 0.36 1.38 -0.29 0.332
H -1.439370 1.885896 0.897315 1.09 -0.33 -0.91 0.176
H -0.049437 -0.172985 1.777420 1.69 -0.13 -0.84 0.268
H 0.587516 -0.683742 0.384972 -0.12 -0.15 -0.96 0.316
H -1.189756 -0.190779 -2.967574 1.20 0.12 0.89 0.302
H 0.246928 0.594080 -2.704071 1.07 1.00 -0.74 0.289

***

# 4
9
Properties=species:S:1:pos:R:3:forces:R:3:mulliken_charge:R:1 method="wB97M-V/def2-TZVPD" e_lumo_ev="4.17 / 4.14" s2=0.75 e_homo_ev="0.88 / -7.08" e_tot_ev=-6239.163 charge=-1 mol_weight_g_mol=54.0 spin_multiplicity=2 gap_ev="3.29 / 11.22" relative_energy_kj_mol=0.0
O -0.515562 -0.679771 0.520043 -0.01 -0.87 0.55 -1.394
H -1.188022 -0.704381 1.200803 -0.18 -0.01 0.16 0.461
H -0.680762 0.136929 0.048943 -0.05 1.16 -0.72 0.606
O -0.961062 1.843709 -0.730627 -0.16 -1.09 1.27 -1.977
H -0.278502 2.491739 -0.905037 0.77 0.81 -0.23 0.757
H -1.499142 1.842919 -1.522267 -0.64 0.10 -0.95 0.639
O 1.820338 -1.954711 0.254983 1.02 -0.74 -0.10 -0.913
H 2.373298 -1.344611 0.743103 0.03 0.16 0.02 0.318
H 0.929418 -1.631821 0.390053 -0.79 0.49 -0.01 0.505

***

# 5
9
Properties=species:S:1:pos:R:3:forces:R:3:mulliken_charge:R:1 method="wB97M-V/def2-TZVPD" e_lumo_ev=0.34 e_homo_ev=-10.79 e_tot_ev=-6239.806 charge=0 smiles=O.O.O mol_weight_g_mol=54.0 spin_multiplicity=1 gap_ev=11.13 relative_energy_kj_mol=43.2
O 4.800522 -15.982758 -2.727768 -0.24 0.00 -0.04 -0.683
H 4.689616 -16.063329 -1.780440 0.00 -0.09 0.25 0.312
H 5.665607 -15.587433 -2.835364 0.43 -0.04 0.01 0.335
O 7.601529 -15.266527 -1.032128 -0.11 -0.26 -0.18 -0.652
H 7.761560 -14.479205 -1.552474 0.17 0.26 -0.12 0.327
H 6.997615 -14.982126 -0.346090 -0.09 0.08 0.28 0.321
O 3.327324 -14.551645 -4.579168 -0.25 0.55 -0.49 -0.649
H 3.778825 -14.807316 -3.774796 0.19 -0.36 0.33 0.390
H 2.628023 -15.197791 -4.677607 -0.10 -0.14 -0.04 0.300